{
  "formula": "CH4N3O2",
  "method": "ωB97M-V/def2-TZVPD",
  "homo_ev": [-1.72, -1.72],
  "spin_multiplicity": 1,
  "total_energy_ha": -355.088463,
  "fmax_ev_per_a": 4.50,
  "charge": -1,
  "relative_energy_kcal_mol": 103.1,
  "homo_lumo_gap_ev": [6.1, 6.1],
  "symbols": ["O", "O", "N", "N", "N", "C", "H", "H", "H", "H"],
  "positions_angstrom": [[-2.40565, 0.05112, 0.21027], [0.81006, 1.95377, 0.39295], [-0.15788, 1.42851, -0.23765], [-1.43881, -0.70998, 0.02783], [-0.29371, -0.11353, -0.06948], [0.91084, -0.83863, -0.10731], [1.15574, -1.30039, -1.01261], [-1.17426, 1.60222, 0.06763], [1.82939, -0.27634, 0.27191], [0.76427, -1.79674, 0.45646]],
  "forces_ev_per_angstrom": [[-0.7617, 0.3316, -0.3366], [1.6798, 0.8658, 1.7894], [-3.6066, -1.3988, -2.2947], [1.3041, -0.3418, 0.3197], [-0.3733, 1.1914, 0.2634], [1.2414, -1.6288, 2.1183], [0.3481, 0.1070, -2.2780], [1.7288, 0.2721, 0.3550], [-1.7266, -0.3605, -0.3344], [0.1659, 0.9620, 0.3979]]
}